{
  "formula": "H2NO2S",
  "method": "ωB97M-V with the def2-TZVPD basis set",
  "elements": ["N", "O", "O", "S", "H", "H"],
  "positions_angstrom": [[1.73681, 0.01857, 0.24644], [0.73972, 0.73335, 0.51033], [-1.41981, -0.80320, 0.45754], [-1.06500, 0.54771, -0.14622], [1.43737, -0.98260, 0.52966], [-1.42908, 0.48617, -1.59775]],
  "atomic_forces_ev_per_a": [[1.1606, -2.8867, -0.3451], [-0.2830, 1.9883, 1.1408], [0.1900, 0.2004, -0.6612], [-1.9062, 0.0201, -1.0745], [0.6096, 1.0279, -0.1813], [0.2289, -0.3500, 1.1212]],
  "nbo_charge": [-0.3952, -0.4895, -1.0245, 0.7905, 0.2135, -0.0948],
  "total_charge": -1,
  "largest_force_ha_per_bohr": 0.0609,
  "molar_mass_g_mol": 80.1,
  "homo_energy_ev": [-2.35, -1.97],
  "de_lowest_kcal_mol": 108.9
}


{
  "formula": "H2NO3S",
  "method": "ωB97M-V with the def2-TZVPD basis set",
  "elements": ["N", "O", "O", "O", "S", "H", "H"],
  "positions_angstrom": [[-2.15086, -0.15579, -0.62088], [1.17562, -0.08853, -0.99926], [2.07197, 1.54148, 0.60189], [1.23401, -0.62825, 1.43059], [1.14993, 0.42097, 0.34988], [-1.88767, -0.22518, 0.41054], [-1.59300, -0.86470, -1.17276]],
  "atomic_forces_ev_per_a": [[0.4111, -0.4964, 0.5935], [0.0240, -0.7011, -1.5048], [-0.1382, 0.0566, -0.1599], [-0.2960, 0.8310, -1.1661], [0.2997, -0.2433, 2.7654], [0.0296, -0.2927, -1.7408], [-0.3301, 0.8457, 1.2127]],
  "nbo_charge": [-0.6499, -0.9938, -0.9883, -0.9941, 2.0050, 0.3071, 0.3140],
  "total_charge": -1,
  "largest_force_ha_per_bohr": 0.0543,
  "molar_mass_g_mol": 96.1,
  "homo_energy_ev": [-5.13, -3.55],
  "de_lowest_kcal_mol": 74.7
}


{
  "formula": "H2NO4P",
  "method": "ωB97M-V with the def2-TZVPD basis set",
  "elements": ["N", "O", "O", "O", "O", "P", "H", "H"],
  "positions_angstrom": [[-0.00574, 0.93563, 0.13022], [0.45757, 0.76123, 1.21332], [0.14494, 1.81076, -0.65415], [-1.21523, -1.28939, 0.90089], [1.34825, -0.74637, -1.09772], [-1.44449, -0.36504, -0.34305], [-0.78618, -0.87142, 1.64268], [1.50088, -0.23541, -1.79219]],
  "atomic_forces_ev_per_a": [[-2.6302, -1.3918, -0.3148], [0.6653, 0.1338, 1.0211], [0.5400, 1.1049, -0.5077], [-1.4980, -0.3346, -1.0593], [-3.1093, -3.7795, 5.4532], [3.8982, 0.0285, -0.3605], [1.2246, 0.5635, 0.8681], [0.9094, 3.6751, -5.1000]],
  "nbo_charge": [0.3813, -0.3764, -0.3504, -0.9625, -0.9101, 1.2665, 0.5381, 0.4135],
  "largest_force_ha_per_bohr": 0.1425,
  "molar_mass_g_mol": 111.0,
  "homo_energy_ev": [-9.40, -9.41],
  "de_lowest_kcal_mol": 148.6
}


{
  "formula": "H2NO4S2",
  "method": "ωB97M-V with the def2-TZVPD basis set",
  "elements": ["N", "O", "O", "O", "O", "S", "S", "H", "H"],
  "positions_angstrom": [[0.23928, -1.10531, -0.77701], [0.21407, -0.25852, 2.13908], [1.59161, 1.09536, 0.49061], [-0.81920, 1.23371, 0.56353], [0.50516, -0.13030, -1.82055], [-1.45450, -1.44569, -0.48621], [0.36409, 0.45357, 0.87761], [1.03263, 0.70055, -1.46710], [-1.67315, -0.54338, 0.48004]],
  "atomic_forces_ev_per_a": [[0.8395, 2.6811, 2.6699], [1.0644, 0.1824, -0.7657], [0.8502, -0.1399, 0.1590], [0.1881, 0.2920, -0.1079], [0.4243, 1.4928, -0.2355], [0.2076, -0.3008, -0.8749], [-1.4909, -1.5384, -0.4865], [-1.4940, -2.6292, -0.1913], [-0.5891, -0.0401, -0.1670]],
  "nbo_charge": [-0.4872, -0.9445, -0.9634, -0.9721, -0.6587, 0.0440, 2.3709, 0.4799, 0.1310],
  "total_charge": -1,
  "largest_force_ha_per_bohr": 0.0754,
  "molar_mass_g_mol": 144.2,
  "homo_energy_ev": -4.76,
  "de_lowest_kcal_mol": 55.9
}


{
  "formula": "H2NO5PS",
  "method": "ωB97M-V with the def2-TZVPD basis set",
  "elements": ["N", "P", "O", "O", "S", "O", "O", "O", "H", "H"],
  "positions_angstrom": [[-1.38673, -0.60965, -0.79158], [-0.07280, -1.01987, 0.24034], [0.57674, -2.16871, -0.44519], [-0.59792, -1.24146, 1.65600], [0.96216, 0.92119, 0.23105], [2.15127, 1.04275, -0.63910], [1.42046, 1.15708, 1.67255], [-0.07793, 1.89712, -0.22441], [-0.90892, 0.03749, -1.46276], [-2.06632, -0.01595, -0.23692]],
  "atomic_forces_ev_per_a": [[-0.4385, 1.6395, 0.1659], [-1.9558, -1.9324, 1.8520], [1.1575, 0.2673, -0.3297], [0.4843, 0.6940, -1.4613], [2.0436, 2.8856, 2.4582], [-0.4896, -0.9177, -0.3562], [-1.2967, -0.5898, -2.3790], [0.2582, -0.8960, 0.4725], [-1.0452, -0.4891, 0.4946], [1.2823, -0.6614, -0.9170]],
  "nbo_charge": [-1.2107, 2.0116, -1.1744, -1.1766, 1.9742, -1.0516, -1.0474, -1.0727, 0.3771, 0.3706],
  "total_charge": -2,
  "largest_force_ha_per_bohr": 0.0837,
  "molar_mass_g_mol": 159.1,
  "homo_energy_ev": -1.02,
  "de_lowest_kcal_mol": 7.9
}


{
  "formula": "H2NPS",
  "method": "ωB97M-V with the def2-TZVPD basis set",
  "elements": ["N", "P", "S", "H", "H"],
  "positions_angstrom": [[-0.08039, -0.23997, -0.35591], [-1.48264, -0.28549, -1.73144], [-0.85710, 0.90409, -3.13253], [0.86220, -0.06525, -0.47992], [-0.27060, -1.11681, 0.31209]],
  "atomic_forces_ev_per_a": [[-6.2660, -3.5303, 0.1308], [3.9157, 1.3293, 1.6413], [-0.6325, -0.9325, 0.9030], [2.1636, 0.4356, -0.7559], [0.8193, 2.6979, -1.9192]],
  "nbo_charge": [-1.1323, 0.7908, -0.4130, 0.3780, 0.3765],
  "largest_force_ha_per_bohr": 0.1399,
  "molar_mass_g_mol": 79.1,
  "homo_energy_ev": -9.23,
  "de_lowest_kcal_mol": 19.6
}